Record 1
Below is a single C5H5ClFN molecule, with properties calculated with ωB97M-V/def2-TZVPD.

* HOMO-LUMO gap: 10.71 eV
* relative energy (zero: lowest compared OMol25 entry of this formula, charge and spin): 3.7 kcal/mol
* SMILES string: N#C/C=C\C[C@H](F)Cl

Geometry as ORCA input:
```
! wB97M-V def2-TZVPD RIJCOSX def2/J DEFGRID3
* xyz 0 1
N 1.81021 -2.38998 0.20745
C 1.65071 -1.28377 -0.11592
C 1.59760 0.08303 -0.57284
C 0.59878 0.96864 -0.40828
C -0.75298 0.85369 0.22152
C -1.40415 -0.48146 0.47272
F -0.69363 -1.15222 1.43396
Cl -1.52405 -1.47709 -0.99808
H 2.47937 0.39476 -1.10041
H 0.83842 1.97984 -0.74554
H -0.72938 1.38737 1.17240
H -1.45669 1.45643 -0.38629
H -2.41421 -0.33925 0.81931
*
```

Record 2
Below is a molecular structure, C39H41BrCsIN3O2Te, with properties calculated with ωB97M-V/def2-TZVPD.

* HOMO-LUMO gap (spin up / spin down): 6.46 / 7.09 eV
* ⟨S²⟩: 0.762

Geometry as ORCA input:
```
! wB97M-V def2-TZVPD RIJCOSX def2/J DEFGRID3
* xyz 0 2
Cs -2.34779 0.40151 -1.05874
C -1.43043 -3.61282 -3.25861
C -1.27523 -2.11875 -3.40795
O -2.06333 -1.31524 -2.92336
N -0.21004 -1.73443 -4.14407
C 0.07259 -0.34725 -4.48894
C 1.50429 0.01025 -4.18071
C 2.53824 -0.35565 -5.03462
C 3.84101 -0.04531 -4.67703
C 4.06188 0.61763 -3.47962
C 2.96666 0.93882 -2.69274
N 1.71384 0.64493 -3.02905
H -2.11850 -3.82363 -2.44492
H -0.47229 -4.09178 -3.05874
H -1.84019 -4.01797 -4.18548
H 0.40506 -2.43767 -4.51529
H -0.56659 0.28357 -3.88003
H -0.14926 -0.17429 -5.54572
H 2.32663 -0.86858 -5.96545
H 4.66762 -0.31171 -5.32260
H 5.06214 0.88217 -3.16578
H 3.09104 1.45099 -1.74490
Br -5.01410 6.59541 -2.30492
C -4.31384 6.50405 -4.06104
C -4.70893 7.47640 -4.96939
C -4.22597 7.45470 -6.26636
C -3.34620 6.45704 -6.65906
C -2.95008 5.48636 -5.75459
C -3.42932 5.50386 -4.45192
I -2.76623 4.02132 -3.10239
H -5.39515 8.24652 -4.64543
H -4.53739 8.21859 -6.96604
H -2.96351 6.43263 -7.67067
H -2.26079 4.70964 -6.05617
C 6.07471 -2.00850 4.84015
C 4.83166 -1.53972 4.13091
C 3.56693 -1.81853 4.63228
C 2.41734 -1.38753 3.97987
C 1.07515 -1.71827 4.58090
C 2.50971 -0.66474 2.78139
Te 0.63304 0.18459 1.73553
N -1.29403 0.84465 1.22759
C -2.33777 1.53561 1.60613
O -3.23847 1.85808 0.78059
C -2.55336 1.90740 3.05854
C -3.86520 1.95717 3.52080
C -4.13472 2.25217 4.84795
C -3.09311 2.52813 5.72272
C -1.78463 2.51267 5.26197
C -1.51732 2.19933 3.93763
C -0.08054 -1.78055 1.31983
C -1.21875 -2.30417 1.94220
C -1.99764 -1.58589 3.01466
C -1.68129 -3.56546 1.56143
C -1.04374 -4.32330 0.59508
C -1.54943 -5.68817 0.21148
C 0.09030 -3.78942 -0.00776
C 0.57564 -2.53331 0.32820
C 1.81044 -2.02595 -0.37003
C 3.78466 -0.35880 2.28319
C 4.01361 0.44690 1.02158
C 4.91876 -0.80524 2.95898
H 5.82430 -2.54310 5.75590
H 6.71292 -1.16299 5.10340
H 6.65830 -2.67656 4.20364
H 3.47588 -2.38366 5.55494
H 1.18423 -2.16141 5.57148
H 0.53736 -2.42640 3.94788
H 0.46727 -0.81693 4.67452
H -4.65969 1.76073 2.81250
H -5.15919 2.27260 5.19811
H -3.30169 2.76476 6.75873
H -0.96882 2.74439 5.93556
H -0.49758 2.19508 3.57902
H -1.47119 -0.71237 3.38546
H -2.19349 -2.25927 3.85097
H -2.96176 -1.24707 2.62801
H -2.56107 -3.96348 2.05728
H -2.42999 -5.95619 0.79377
H -0.78297 -6.44700 0.37784
H -1.82049 -5.72476 -0.84611
H 0.61968 -4.37555 -0.75335
H 2.15837 -2.74739 -1.11145
H 2.61334 -1.86138 0.35055
H 1.61727 -1.07591 -0.87312
H 3.08123 0.78360 0.57736
H 4.55469 -0.14497 0.27829
H 4.62414 1.32554 1.24171
H 5.90118 -0.57073 2.55572
*
```

Record 3
Below is 2 unconnected molecules or ions with the total composition C3H6NO2, with properties calculated with ωB97M-V/def2-TZVPD.

* HOMO-LUMO gap: 8.16 eV
* relative energy (zero: lowest compared OMol25 entry of this formula, charge and spin): 25.6 kcal/mol

Geometry as ORCA input:
```
! wB97M-V def2-TZVPD RIJCOSX def2/J DEFGRID3
* xyz -1 1
C 1.13610 -1.11422 1.31906
C 0.95615 0.15670 0.95213
N 1.61117 1.25790 1.46658
H 1.76034 -1.40829 2.16086
H 0.61321 -1.86530 0.74424
H 0.18319 0.33181 0.20395
H 2.43431 1.10576 2.01750
H 1.50723 2.13009 0.98570
O -1.07406 -1.23091 -1.09967
C -1.63517 -0.20374 -1.52571
O -1.30289 0.99167 -1.36570
H -2.56393 -0.37697 -2.13563
*
```

Record 4
Below is a single C3H5N3O molecule, with properties calculated with ωB97M-V/def2-TZVPD.

* HOMO-LUMO gap (spin up / spin down): 7.98 / 7.98 eV
* relative energy (zero: lowest compared OMol25 entry of this formula, charge and spin): 169.4 kcal/mol
* SMILES string: [H]/N=C/N(O)N=C=C

Geometry as ORCA input:
```
! wB97M-V def2-TZVPD RIJCOSX def2/J DEFGRID3
* xyz 0 1
H -0.23960 -1.95229 1.96509
N 0.04290 -1.05657 1.55672
C -0.75222 -0.74832 0.58987
N -0.99559 0.55000 0.00939
O -2.28011 0.84740 -0.41111
N -0.00196 1.36964 -0.40702
C 0.99923 0.71677 -0.54983
C 2.10451 0.15829 -0.95240
H -1.59904 -1.41464 0.35080
H -2.42383 1.68708 0.05979
H 2.76115 0.65278 -1.65596
H 2.38456 -0.81014 -0.55535
*
```

Results for maximum force: 1.75; 1.76; 0.61; 3.65 (in eV Å⁻¹, following the order of the records).
Results for E: -21995.0315; -135656.7027; -8794.1073; -9703.2372 (in eV, following the order of the records).